ORCA calculation (ωB97M-V with the def2-TZVPD basis set) on a structure of composition C30H29BCl2F2FeN3O4S2.

Summary:
HOMO level (spin up / spin down) (eV): -7.54 / -7.51
M (g mol⁻¹): 735.27
Multiplicity: 2
HOMO-LUMO gap (spin up / spin down) (eV): 6.9 / 7.0
LUMO level (spin up / spin down) (eV): -0.642 / -0.527

```
74
Properties=species:S:1:pos:R:3:forces:R:3:mulliken_charge:R:1
Fe 0.4438 0.8475 -0.0930 1.127 -0.067 0.358 -0.33
Cl -0.5972 1.7292 4.6562 -0.001 0.009 -0.004 -0.22
C 0.1106 0.3235 3.9580 -0.031 -0.058 0.065 0.43
C 0.5302 -0.7254 4.7954 -0.009 0.016 -0.015 -0.37
C 1.1186 -1.8448 4.2813 -0.014 -0.014 -0.028 0.56
Cl 1.6364 -3.1143 5.3484 0.004 -0.013 0.013 -0.29
C 1.3178 -1.9800 2.8873 -0.004 0.023 0.023 0.19
C 1.9087 -3.0863 2.2428 -0.003 -0.025 0.002 -1.09
C 2.0474 -3.0836 0.8820 -0.014 -0.006 -0.012 -1.36
C 1.6002 -1.9731 0.1456 0.091 0.060 0.044 -0.55
N 1.0563 -0.9265 0.7180 -0.097 -0.022 -0.142 1.43
C 0.9003 -0.9119 2.0705 -0.014 -0.068 -0.016 -0.35
C 0.2900 0.2613 2.5919 -0.123 0.052 -0.071 0.75
O -0.0324 1.2243 1.7586 -0.019 0.017 0.121 -0.55
H 0.3870 -0.6288 5.8627 -0.002 -0.001 0.001 0.53
H 2.2449 -3.9276 2.8339 0.009 0.006 0.002 0.52
H 2.4953 -3.9205 0.3649 0.007 0.008 -0.005 0.54
H 1.6948 -1.9358 -0.9313 -0.007 -0.046 0.009 0.27
O 3.0971 4.2830 0.5701 0.004 -0.025 -0.043 -0.74
S 2.0729 3.4133 1.0971 -0.071 0.102 0.039 1.24
O 1.1258 3.9951 2.0095 0.026 0.023 0.020 -0.69
N 1.3795 2.6098 -0.1236 -0.530 0.118 0.231 0.52
C 1.0708 3.2723 -1.2979 0.237 -0.204 -0.132 -0.09
C 0.9269 4.6158 -1.5441 0.078 0.028 -0.009 -0.84
C 0.6741 5.0711 -2.8566 -0.011 -0.018 -0.007 -0.86
C 0.5754 4.2162 -3.9177 0.012 0.010 0.023 -0.96
C 0.7067 2.8230 -3.6959 0.014 0.013 -0.010 0.60
C 0.6669 1.8504 -4.7141 -0.007 -0.036 -0.016 -0.64
C 0.8339 0.5296 -4.3986 0.047 0.040 -0.012 -1.24
C 0.9753 0.1622 -3.0516 0.117 0.022 0.037 0.12
N 0.9876 1.0343 -2.0665 -0.425 -0.236 -0.319 0.78
C 0.9111 2.3636 -2.3848 0.028 0.049 0.006 0.78
C 2.8881 2.0824 1.9489 0.034 -0.019 -0.078 -0.06
C 3.5447 1.0838 1.2400 0.082 0.094 0.017 -0.45
C 4.2121 0.0852 1.9311 -0.015 -0.022 0.011 -0.67
C 4.2237 0.0891 3.3214 0.005 -0.011 -0.004 -0.45
C 3.5831 1.1021 4.0195 -0.001 0.014 -0.006 -0.83
C 2.9152 2.1082 3.3332 -0.113 -0.052 0.019 -0.33
H 1.0327 5.3281 -0.7384 0.009 -0.004 -0.003 0.53
H 0.5705 6.1364 -3.0185 -0.001 0.000 0.000 0.39
H 0.4026 4.5816 -4.9216 0.001 -0.001 -0.002 0.40
H 0.5210 2.1628 -5.7416 0.000 -0.001 0.001 0.45
H 0.8403 -0.2371 -5.1605 -0.003 -0.005 0.003 0.47
H 1.0648 -0.8776 -2.7780 -0.089 -0.022 -0.006 0.43
H 3.5333 1.1030 0.1577 -0.007 -0.019 -0.004 0.58
H 4.7216 -0.7001 1.3860 0.005 0.004 0.000 0.44
H 4.7367 -0.6979 3.8605 -0.001 0.001 -0.002 0.44
H 3.5945 1.1063 5.1021 -0.002 0.002 0.000 0.39
H 2.3842 2.8929 3.8561 0.002 -0.002 0.003 0.55
C -5.4636 -1.5029 -3.7359 0.004 0.001 -0.004 -1.33
C -4.1650 -2.2217 -3.3880 -0.008 -0.001 0.016 -0.28
C -3.2971 -1.3830 -2.4601 -0.013 -0.030 0.035 -0.69
S -1.7897 -2.2514 -1.9680 -0.100 0.071 0.053 0.13
O -0.8550 -1.1918 -1.4657 -0.088 -0.216 -0.059 -0.37
C -2.4035 -3.1051 -0.4904 0.023 -0.023 -0.004 -0.80
C -2.5778 -2.1872 0.7107 -0.019 -0.029 -0.015 0.75
C -2.8418 -2.9829 1.9843 0.006 0.002 0.004 -1.65
H -6.0702 -2.0974 -4.4184 -0.001 0.000 0.001 0.39
H -5.2613 -0.5433 -4.2140 0.000 0.000 -0.001 0.32
H -6.0562 -1.3093 -2.8404 0.001 0.001 0.000 0.34
H -3.6051 -2.4467 -4.2984 0.004 -0.011 0.003 0.31
H -4.3924 -3.1839 -2.9195 -0.011 0.005 0.006 0.28
H -3.8378 -1.0674 -1.5664 0.019 0.025 0.011 0.27
H -2.9176 -0.4872 -2.9559 -0.020 -0.006 -0.023 0.51
H -1.6517 -3.8691 -0.2774 0.000 -0.006 -0.007 0.42
H -3.3254 -3.6195 -0.7749 -0.004 0.002 0.002 0.52
H -3.3936 -1.4817 0.5386 0.002 -0.002 0.002 0.33
H -1.6677 -1.5938 0.8236 -0.020 -0.011 0.006 -0.70
H -3.7093 -3.6370 1.8761 -0.009 0.010 0.006 0.43
H -3.0286 -2.3137 2.8237 0.017 0.008 0.007 0.40
H -1.9820 -3.6061 2.2390 0.001 -0.010 -0.006 0.30
F -2.5498 1.2237 1.2091 -0.010 -1.134 0.277 -0.23
B -1.5038 1.0361 0.4213 -0.139 1.712 -0.545 0.31
F -1.5798 1.9062 -0.6495 0.037 -0.073 0.133 -0.27
```
Positions in Å, forces in eV/Å.

ORCA calculation (ωB97M-V with the def2-TZVPD basis set) on a structure of composition C28H30N5O2S2SiSr.

Summary:
HOMO level (eV): -4.42
Energy relative to the best compared isomer or geometry (same formula, charge and spin) (eV): 0.000
M (g mol⁻¹): 648.42
Net charge: -1
HOMO-LUMO gap (eV): 6.9
LUMO level (eV): 2.460

```
69
Properties=species:S:1:pos:R:3:forces:R:3:mulliken_charge:R:1
Sr 0.2260 -0.7747 -0.5087 0.064 0.222 -0.106 1.32
N 0.3750 0.0354 2.0393 -0.124 -0.081 0.011 -0.21
C 1.5896 -0.2045 2.7126 0.060 0.038 -0.095 0.53
C 1.6110 -1.0745 3.7996 0.021 -0.011 0.028 -0.72
C 2.7954 -1.3339 4.4717 0.030 0.011 -0.005 -0.76
C 3.9725 -0.7195 4.0703 -0.023 -0.004 -0.003 -0.68
C 3.9491 0.1345 2.9752 0.029 -0.022 0.046 -0.54
C 2.7804 0.3951 2.2690 -0.143 0.069 -0.124 0.67
C 2.8138 1.2748 1.0566 0.100 -0.107 0.023 0.82
C 3.3157 2.5659 1.2126 0.054 0.108 -0.014 -0.57
C 3.4079 3.4282 0.1248 -0.031 -0.077 -0.027 -0.64
C 3.0144 2.9687 -1.1238 -0.008 -0.051 0.060 -0.71
C 2.5286 1.6662 -1.2544 0.052 0.071 0.002 0.03
C 2.3900 0.7601 -0.1905 -0.138 0.085 -0.009 -0.90
H -0.4256 -0.3488 2.5238 0.009 0.030 0.038 0.21
H 0.2218 0.9876 1.7096 0.070 0.023 0.115 0.20
H 0.6910 -1.5633 4.0953 0.002 0.004 0.000 0.35
H 2.7933 -2.0175 5.3125 -0.002 -0.001 0.002 0.38
H 4.9017 -0.9149 4.5914 0.003 0.002 -0.002 0.36
H 4.8663 0.5977 2.6291 -0.004 -0.001 -0.001 0.42
H 3.6250 2.9088 2.1971 -0.013 0.001 -0.007 0.42
H 3.7772 4.4393 0.2541 0.001 0.003 0.004 0.38
H 3.0738 3.6208 -1.9902 0.013 0.013 0.005 0.38
H 2.2296 1.3600 -2.2592 -0.015 0.004 0.008 0.23
C -5.3383 -1.5575 -2.6026 0.026 0.001 0.055 -1.00
Si -4.8199 0.0112 -3.4805 -0.119 -0.007 -0.126 0.17
C -5.5938 -0.0548 -5.2041 0.017 -0.002 0.027 -1.14
C -5.5221 1.5340 -2.6460 0.040 -0.007 0.050 -1.01
C -2.9631 0.1127 -3.7355 0.048 0.033 0.231 0.22
C -2.4081 0.1375 -5.0007 -0.006 0.006 -0.051 0.16
C -1.0266 0.1916 -5.1868 -0.024 0.000 -0.036 -1.06
C -0.2391 0.2082 -4.0596 0.014 0.013 0.078 -0.59
N -0.7270 0.1949 -2.8160 -0.102 0.008 -0.083 0.34
C -2.0686 0.1552 -2.6243 0.134 -0.019 -0.092 -0.27
S -2.6344 0.1536 -0.9839 0.001 -0.006 -0.059 -0.34
H -6.4285 -1.6370 -2.5718 -0.002 0.007 -0.017 0.32
H -4.9539 -1.5691 -1.5832 -0.003 -0.019 -0.019 0.29
H -4.9470 -2.4335 -3.1254 -0.007 -0.004 0.002 0.33
H -6.6817 -0.1176 -5.1146 0.008 0.003 0.000 0.28
H -5.2576 -0.9297 -5.7663 -0.006 0.011 -0.009 0.30
H -5.3608 0.8384 -5.7894 -0.010 -0.010 -0.009 0.29
H -6.6143 1.4860 -2.6191 0.004 -0.008 -0.013 0.32
H -5.2352 2.4357 -3.1927 -0.007 0.004 0.004 0.32
H -5.1474 1.6170 -1.6263 -0.002 0.020 -0.010 0.30
H -3.0537 0.1101 -5.8720 -0.008 -0.001 0.002 0.30
H -0.5849 0.2080 -6.1735 0.009 0.000 0.005 0.39
H 0.8435 0.2331 -4.1397 0.001 0.000 0.011 0.39
S -0.6486 4.8358 -0.7883 -0.090 -0.116 0.048 -0.21
C -0.1328 5.0630 0.8294 0.078 0.049 -0.081 -0.23
C 0.0414 3.8575 1.4226 -0.016 -0.012 -0.054 -0.78
N -0.2567 2.7672 0.6432 -0.060 -0.025 0.136 -0.08
C -0.6389 3.1337 -0.5376 0.076 0.157 -0.058 -0.12
H 0.0384 6.0447 1.2371 0.024 -0.017 0.019 0.44
H 0.3999 3.7040 2.4298 -0.016 -0.008 0.006 0.43
H -0.9383 2.4475 -1.3178 0.004 -0.031 0.022 0.31
C -0.5737 -5.7420 3.0711 -0.011 -0.021 -0.001 -0.92
N -0.3341 -5.0795 1.8046 -0.062 0.063 0.022 0.17
C -0.0215 -5.7727 0.6770 -0.007 -0.086 -0.034 0.25
C 0.2184 -5.1662 -0.4971 0.018 0.050 -0.044 -1.20
C 0.1554 -3.7175 -0.5277 -0.065 0.029 0.088 0.98
O 0.3806 -3.0514 -1.5688 0.074 -0.261 0.024 -0.84
N -0.1507 -3.0551 0.6137 -0.108 -0.005 0.067 -0.20
C -0.4244 -3.6692 1.7820 0.281 -0.141 -0.063 -0.10
O -0.7134 -3.0985 2.8294 -0.133 0.027 -0.011 -0.70
H -0.5144 -6.8188 2.9198 0.002 0.001 0.002 0.29
H -1.5573 -5.4792 3.4572 -0.007 0.002 -0.005 0.28
H 0.1649 -5.4358 3.8117 0.006 0.010 -0.008 0.28
H 0.0187 -6.8496 0.7880 -0.004 0.002 0.013 0.27
H 0.4634 -5.7153 -1.3923 -0.003 -0.023 0.016 0.41
```
Positions in Å, forces in eV/Å.

ORCA calculation (ωB97M-V with the def2-TZVPD basis set) on a cluster of 2 separate species, N3O4 in total.

Summary:
HOMO level (eV): -4.17
Energy relative to the best compared isomer or geometry (same formula, charge and spin) (eV): 0.268
M (g mol⁻¹): 106.02
Net charge: -1
HOMO-LUMO gap (eV): 8.3
LUMO level (eV): 4.161

```
7
Properties=species:S:1:pos:R:3:forces:R:3:mulliken_charge:R:1
N -1.2128 0.6404 -0.1098 0.866 3.272 1.283 -0.33
N -1.6495 -0.3280 -0.3412 -0.409 0.345 -0.264 0.92
N 1.2802 0.3448 0.3002 1.335 -0.353 -0.771 0.97
O -2.2260 -1.2759 -0.6525 -1.509 -3.593 -0.869 -0.62
O 1.0978 -0.8962 0.2661 -0.480 -0.011 -0.206 -0.65
O 1.7328 0.8557 1.3256 -0.070 0.555 0.798 -0.68
O 1.0975 1.0423 -0.7232 0.268 -0.214 0.029 -0.61
```
Positions in Å, forces in eV/Å.